(1)
DFT (ωB97M-V/def2-TZVPD) results for one molecule with the formula C4H7N3.

**HOMO-LUMO gap**: 8.0 eV
**Lowest unoccupied orbital energy**: 0.316 eV

```
14
C4H7N3 ωB97M-V/def2-TZVPD
N -0.332 0.972 -2.363
C -0.237 0.432 -1.052
C -1.033 0.505 0.052
C -0.106 -0.036 1.120
N -0.544 -0.610 2.375
C 1.077 -0.631 0.457
N 0.993 -0.252 -0.787
H -0.722 0.306 -3.025
H -0.976 1.755 -2.319
H 0.355 0.959 1.335
H -0.651 -1.615 2.286
H -1.478 -0.245 2.544
H 1.925 -1.177 0.855
H 1.728 -0.363 -1.478
```

natural (NBO) population analysis, charges in e, atoms 1 to 8: atom 1 (N): -0.85, atom 2 (C): 0.10, atom 3 (C): -0.29, atom 4 (C): -0.21, atom 5 (N): -0.82, atom 6 (C): 0.10, atom 7 (N): -0.44, atom 8 (H): 0.36

***

(2)
DFT (ωB97M-V/def2-TZVPD) results for a 2-piece molecular cluster, C4H7N3 overall.

**HOMO-LUMO gap**: 9.3 eV
**Lowest unoccupied orbital energy**: 0.743 eV

```
14
C4H7N3 ωB97M-V/def2-TZVPD
C -1.352 0.097 -1.846
N -0.255 -0.600 -1.203
C -0.270 -0.878 0.095
N 0.557 -1.539 0.756
N 1.437 -1.488 1.648
C 1.056 1.451 1.958
C 0.293 1.924 1.158
H -2.226 0.019 -1.196
H -1.119 1.158 -2.003
H -1.582 -0.358 -2.814
H 0.592 -0.722 -1.744
H 1.595 -2.455 1.960
H 1.720 0.964 2.639
H -0.388 2.356 0.458
```

natural (NBO) population analysis, charges in e, atoms 1 to 8: atom 1 (C): -0.40, atom 2 (N): -0.60, atom 3 (C): 0.28, atom 4 (N): -0.13, atom 5 (N): -0.45, atom 6 (C): -0.21, atom 7 (C): -0.28, atom 8 (H): 0.22

***

(3)
DFT (ωB97M-V/def2-TZVPD) results for one molecule with the formula C4H7N3.

**HOMO-LUMO gap**: 8.5 eV
**SMILES**: Nc1c[nH]c(N)c1
**Lowest unoccupied orbital energy**: 1.082 eV

```
14
C4H7N3 ωB97M-V/def2-TZVPD
N -1.739 0.598 -1.731
C -0.659 0.263 -0.882
C 0.553 -0.261 -1.257
N 1.262 -0.553 -0.114
C 0.518 -0.230 0.981
N 1.083 -0.432 2.262
C -0.681 0.289 0.544
H -1.476 0.540 -2.708
H -2.093 1.531 -1.556
H 0.966 -0.446 -2.236
H 2.142 -1.036 -0.067
H 0.889 0.355 2.867
H 0.718 -1.262 2.717
H -1.483 0.645 1.179
```

natural (NBO) population analysis, charges in e, atoms 1 to 8: atom 1 (N): -0.81, atom 2 (C): 0.09, atom 3 (C): -0.15, atom 4 (N): -0.51, atom 5 (C): 0.28, atom 6 (N): -0.84, atom 7 (C): -0.37, atom 8 (H): 0.36

***

(4)
DFT (ωB97M-V/def2-TZVPD) results for one molecule with the formula C4H7N3.

**HOMO-LUMO gap**: 10.2 eV
**SMILES**: Cc1cn(C)nn1
**Lowest unoccupied orbital energy**: 0.885 eV

```
14
C4H7N3 ωB97M-V/def2-TZVPD
C -2.458 -0.040 -0.249
C -1.010 -0.007 0.080
C 0.010 0.859 -0.181
N 1.121 0.286 0.472
C 2.443 -0.108 -0.049
N 0.693 -0.825 1.122
N -0.526 -1.035 0.860
H -2.771 -1.089 -0.276
H -3.030 0.465 0.533
H -2.652 0.430 -1.213
H -0.052 1.851 -0.640
H 2.394 -1.205 -0.115
H 3.189 0.135 0.700
H 2.650 0.280 -1.044
```

natural (NBO) population analysis, charges in e, atoms 1 to 8: atom 1 (C): -0.64, atom 2 (C): 0.06, atom 3 (C): -0.10, atom 4 (N): -0.21, atom 5 (C): -0.41, atom 6 (N): -0.04, atom 7 (N): -0.23, atom 8 (H): 0.24

***

(5)
DFT (ωB97M-V/def2-TZVPD) results for an isolated ion of composition C4H7N3 and charge +2 in a non-equilibrium geometry.

**HOMO-LUMO gap (spin up / spin down)**: 8.0 / 8.0 eV
**Lowest unoccupied orbital energy (spin up / spin down)**: -12.261 / -12.260 eV
**Charge**: +2

```
14
C4H7N3 ωB97M-V/def2-TZVPD
C 2.471 -0.105 0.214
C 0.197 0.320 0.444
C -2.360 0.486 -0.304
C -1.104 0.058 0.393
N 2.167 -0.864 -0.759
N 1.219 -0.982 -1.480
N 1.320 0.537 0.950
H 3.459 0.059 0.609
H -3.154 -0.314 -0.385
H -2.428 1.100 -1.125
H -2.843 1.180 0.458
H 0.972 -2.022 -1.848
H -1.431 -0.715 1.160
H 1.515 1.264 1.675
```

natural (NBO) population analysis, charges in e, atoms 1 to 8: atom 1 (C): 0.28, atom 2 (C): 0.40, atom 3 (C): -0.68, atom 4 (C): -0.08, atom 5 (N): 0.03, atom 6 (N): -0.04, atom 7 (N): -0.48, atom 8 (H): 0.31

***

(6)
DFT (ωB97M-V/def2-TZVPD) results for one molecule with the formula C4H7N3O in a non-equilibrium geometry.

**HOMO-LUMO gap**: 9.4 eV
**SMILES**: [H]/N=C\N=C/N(C)C=O
**Lowest unoccupied orbital energy**: -0.177 eV

```
15
C4H7N3O ωB97M-V/def2-TZVPD
H 1.367 -0.864 1.482
N 1.836 0.022 1.332
C 2.203 0.044 -0.063
N 1.484 -0.744 -1.120
C 0.212 -0.607 -0.912
N -0.563 0.235 -0.077
C -1.778 -0.676 0.279
C -0.486 1.496 0.095
O 0.340 2.213 -0.651
H 2.938 0.930 -0.450
H -0.308 -1.349 -1.428
H -1.491 -1.699 0.846
H -2.427 0.033 0.581
H -2.135 -1.013 -0.683
H -1.192 1.978 0.770
```

natural (NBO) population analysis, charges in e, atoms 1 to 8: atom 1 (H): 0.32, atom 2 (N): -0.65, atom 3 (C): 0.24, atom 4 (N): -0.43, atom 5 (C): 0.30, atom 6 (N): -0.45, atom 7 (C): -0.39, atom 8 (C): 0.51

***

ΔE to the lowest compared entry with this formula, charge and spin list, top to bottom, in kcal/mol: 78.2, 119.6, 0.7, 38.2, 89.6, 111.8
Energy list, top to bottom, in eV: -8728.290, -8726.494, -8731.647, -8730.022, -8706.890, -10774.900